# C72H157N16O8

13 unconnected molecules or ions with the total composition C72H157N16O8 at a distorted geometry (the ωB97M-V functional and the def2-TZVPD basis, the Open Molecules 2025 dataset).

Values from the calculation:
**Frontier orbital gap**: 7.5126 eV
**Energy relative to the best compared isomer or geometry (same formula, charge and spin)**: 0.000 eV
**Largest force on an atom**: 0.0738 Eh/bohr
**Energy**: -117327.541 eV
**Lowest unoccupied orbital energy**: -14.37 eV
**Total charge**: +9

Each line ends with the Löwdin charge.
Positions of all 253 atoms, in Å:
C -6.046 1.371 -8.810  -0.066
C -6.325 2.472 -7.809  -0.214
C -5.427 2.226 -6.650  -0.125
N -5.590 3.262 -5.462  -0.243
C -5.105 4.674 -5.990  -0.059
C -5.004 5.715 -4.883  -0.164
C -4.141 5.234 -3.688  -0.149
C -4.413 3.718 -3.262  -0.145
C -4.630 2.776 -4.431  -0.156
C -6.970 3.306 -4.892  0.046
H -5.245 1.573 -9.477  0.080
H -6.862 0.999 -9.412  0.096
H -5.788 0.455 -8.284  0.070
H -7.356 2.349 -7.479  0.119
H -6.159 3.488 -8.189  0.127
H -4.367 2.248 -6.849  0.127
H -5.737 1.299 -6.145  0.132
H -4.160 4.401 -6.449  0.137
H -5.712 5.079 -6.789  0.136
H -4.575 6.621 -5.344  0.140
H -5.979 6.114 -4.524  0.131
H -3.084 5.291 -3.997  0.111
H -4.309 5.972 -2.908  0.107
H -3.568 3.349 -2.689  0.098
H -5.236 3.686 -2.517  0.112
H -3.687 2.633 -4.925  0.124
H -4.949 1.778 -4.192  0.121
H -6.965 4.163 -4.277  0.086
H -7.196 2.326 -4.409  0.127
H -7.669 3.333 -5.700  0.098
C 6.994 3.774 -0.145  -0.081
C 7.672 4.864 0.661  -0.257
C 6.988 4.978 1.971  -0.175
N 7.421 6.123 2.858  -0.227
C 6.962 5.842 4.279  -0.121
C 7.495 6.904 5.222  -0.148
C 9.024 7.100 5.105  -0.163
C 9.394 7.463 3.700  -0.161
C 8.985 6.310 2.779  -0.051
C 6.776 7.440 2.391  0.042
H 7.284 3.784 -1.187  0.088
H 5.902 3.932 -0.032  0.073
H 7.211 2.784 0.255  0.078
H 7.740 5.818 0.119  0.127
H 8.717 4.587 0.843  0.123
H 7.177 4.038 2.494  0.139
H 5.907 5.101 1.850  0.126
H 7.311 4.861 4.527  0.122
H 5.870 5.784 4.264  0.128
H 7.163 6.640 6.214  0.126
H 7.018 7.862 5.008  0.119
H 9.577 6.197 5.413  0.132
H 9.276 7.834 5.884  0.141
H 10.472 7.566 3.563  0.146
H 8.956 8.416 3.403  0.115
H 9.417 5.385 3.201  0.153
H 9.245 6.456 1.765  0.115
H 5.730 7.456 2.654  0.089
H 6.837 7.489 1.300  0.111
H 7.285 8.291 2.828  0.092
C -2.573 -0.987 -6.601  -0.057
C -1.413 -1.841 -6.118  -0.141
N -1.738 -3.291 -6.089  -0.048
C -2.319 -3.972 -5.066  0.016
C -2.481 -5.242 -5.560  -0.021
N -2.097 -5.231 -6.837  -0.085
C -1.661 -4.048 -7.163  -0.039
C -2.336 -6.340 -7.811  0.063
H -2.901 -1.207 -7.592  0.076
H -2.212 0.022 -6.460  0.079
H -3.484 -1.207 -6.034  0.059
H -1.264 -1.631 -5.070  0.109
H -0.591 -1.676 -6.809  0.130
H -2.579 -3.409 -4.179  0.097
H -2.837 -6.098 -4.993  0.144
H -1.412 -3.729 -8.177  0.189
H -3.396 -6.616 -7.806  0.118
H -1.768 -7.236 -7.597  0.103
H -1.958 -6.017 -8.775  0.105
C 2.976 -3.855 7.038  -0.048
C 2.182 -2.646 6.685  -0.180
N 0.734 -2.913 6.393  -0.024
C 0.256 -3.466 5.186  0.006
C -1.097 -3.428 5.248  -0.012
N -1.422 -2.919 6.497  -0.082
C -0.330 -2.613 7.174  0.013
C -2.779 -2.611 6.983  0.040
H 3.080 -4.541 6.165  0.098
H 2.631 -4.350 7.962  0.109
H 3.911 -3.345 7.263  0.090
H 2.534 -2.130 5.808  0.119
H 2.079 -1.927 7.483  0.125
H 0.877 -3.967 4.452  0.118
H -1.709 -3.788 4.449  0.122
H -0.382 -2.235 8.193  0.187
H -2.701 -2.022 7.895  0.111
H -3.241 -3.534 7.313  0.113
H -3.436 -2.250 6.245  0.082
C 9.114 -1.849 0.542  -0.063
C 9.860 -2.342 1.789  -0.079
N 9.082 -1.879 3.028  -0.031
C 7.729 -1.792 3.092  -0.007
C 7.449 -1.132 4.283  -0.017
N 8.621 -0.926 4.893  -0.099
C 9.590 -1.311 4.059  -0.028
C 8.875 -0.147 6.100  0.047
H 9.123 -0.772 0.490  0.078
H 8.084 -2.198 0.546  0.057
H 9.659 -2.109 -0.355  0.089
H 10.912 -2.022 1.848  0.144
H 9.827 -3.438 1.928  0.142
H 7.076 -2.214 2.317  0.136
H 6.560 -0.812 4.866  0.146
H 10.567 -1.286 4.404  0.167
H 7.949 -0.131 6.656  0.099
H 9.085 0.849 5.795  0.095
H 9.661 -0.602 6.690  0.122
C 1.911 -0.791 -0.851  -0.098
C 1.263 -0.272 0.383  -0.151
N -0.214 -0.514 0.277  -0.045
C -1.105 0.015 -0.656  -0.004
C -2.135 -0.878 -0.720  -0.004
N -1.923 -1.883 0.211  -0.015
C -0.757 -1.600 0.802  -0.052
C -2.826 -3.036 0.540  0.032
H 2.983 -0.597 -0.800  0.088
H 1.553 -0.388 -1.762  0.061
H 1.848 -1.896 -0.846  0.065
H 1.558 0.763 0.508  0.115
H 1.587 -0.983 1.146  0.113
H -0.804 0.826 -1.311  0.129
H -3.066 -0.850 -1.245  0.081
H -0.276 -2.221 1.560  0.158
H -2.692 -3.931 -0.082  0.084
H -3.864 -2.666 0.403  0.080
H -2.572 -3.394 1.524  0.069
C 0.765 6.066 -1.771  -0.064
C 2.112 6.446 -1.086  -0.115
N 1.899 6.522 0.387  -0.050
C 1.380 5.500 1.120  -0.034
C 1.317 5.876 2.433  -0.008
N 1.804 7.148 2.435  -0.091
C 2.191 7.543 1.262  0.026
C 1.912 7.879 3.714  0.052
H -0.067 6.768 -1.589  0.094
H 0.431 5.054 -1.493  0.061
H 0.838 6.026 -2.856  0.086
H 2.455 7.483 -1.310  0.144
H 2.877 5.686 -1.325  0.133
H 1.120 4.577 0.599  0.132
H 0.897 5.384 3.304  0.137
H 2.667 8.399 0.864  0.172
H 2.823 8.495 3.684  0.118
H 1.821 7.218 4.543  0.090
H 1.088 8.565 3.874  0.114
C -4.363 5.859 4.536  0.055
N -4.854 4.480 4.048  -0.333
C -5.141 3.499 5.234  0.065
C -6.183 4.692 3.304  0.033
C -3.857 3.869 3.121  -0.126
C -2.617 3.328 3.782  -0.201
O -2.857 1.951 4.173  -0.063
H -5.032 6.290 5.297  0.133
H -4.327 6.509 3.670  0.110
H -3.371 5.657 4.917  0.088
H -5.994 3.973 5.718  0.121
H -4.272 3.458 5.883  0.106
H -5.324 2.532 4.830  0.094
H -5.960 5.151 2.398  0.084
H -6.935 5.264 3.866  0.133
H -6.626 3.699 3.178  0.109
H -3.575 4.598 2.353  0.145
H -4.420 3.089 2.642  0.134
H -2.261 3.943 4.598  0.118
H -1.847 3.196 3.047  0.112
H -2.281 1.739 4.896  0.082
C -10.470 -0.368 0.771  0.051
N -9.178 -0.488 -0.049  -0.380
C -9.508 -0.332 -1.460  -0.008
C -8.163 0.552 0.337  0.008
C -8.622 -1.951 0.199  -0.040
C -8.079 -2.168 1.625  -0.185
O -6.810 -1.526 1.822  -0.081
H -11.145 -1.028 0.250  0.114
H -10.821 0.638 0.579  0.110
H -10.328 -0.478 1.863  0.121
H -9.896 0.685 -1.539  0.119
H -10.197 -1.117 -1.752  0.125
H -8.551 -0.430 -2.018  0.110
H -7.262 0.357 -0.249  0.106
H -8.052 0.520 1.432  0.107
H -8.602 1.505 -0.038  0.116
H -7.942 -2.152 -0.596  0.117
H -9.527 -2.573 0.070  0.149
H -8.089 -3.224 1.895  0.144
H -8.769 -1.626 2.253  0.098
H -6.221 -2.216 2.149  0.086
C -1.374 -7.385 1.995  -0.021
N -1.663 -8.323 0.886  -0.329
C -0.547 -9.419 0.901  0.049
C -2.992 -8.969 1.189  -0.002
C -1.827 -7.620 -0.576  -0.014
C -0.519 -6.879 -0.905  -0.215
O -0.750 -5.477 -0.666  -0.125
H -2.152 -6.607 2.077  0.111
H -0.417 -6.914 1.803  0.091
H -1.311 -7.972 2.904  0.112
H 0.434 -9.051 0.574  0.101
H -0.792 -10.153 0.142  0.113
H -0.480 -9.864 1.899  0.121
H -3.230 -9.594 0.303  0.124
H -3.786 -8.258 1.389  0.106
H -2.897 -9.647 2.066  0.130
H -2.710 -6.997 -0.605  0.133
H -1.951 -8.466 -1.215  0.118
H -0.286 -7.107 -1.955  0.124
H 0.358 -7.167 -0.277  0.118
H 0.053 -4.962 -0.304  0.085
C 4.377 -5.884 -4.140  0.045
N 4.220 -4.347 -4.104  -0.333
C 4.382 -3.797 -5.563  0.047
C 2.795 -4.112 -3.741  -0.008
C 5.133 -3.677 -3.096  -0.076
C 6.584 -4.212 -3.233  -0.234
O 7.009 -3.800 -4.493  -0.059
H 3.936 -6.262 -3.228  0.107
H 5.433 -6.131 -4.361  0.115
H 3.797 -6.246 -5.001  0.118
H 3.579 -4.199 -6.141  0.090
H 5.417 -4.054 -5.885  0.116
H 4.310 -2.728 -5.605  0.100
H 2.178 -4.543 -4.519  0.104
H 2.611 -3.046 -3.698  0.108
H 2.775 -4.597 -2.791  0.088
H 4.758 -3.901 -2.084  0.137
H 5.118 -2.595 -3.272  0.142
H 6.505 -5.308 -3.157  0.111
H 7.234 -3.787 -2.462  0.130
H 7.935 -4.117 -4.614  0.147
C -5.635 -1.842 -3.740  -0.007
C -4.487 -1.927 -2.758  -0.648
O -4.741 -1.998 -1.502  -0.115
O -3.259 -1.822 -3.232  -0.150
H -6.440 -1.191 -3.404  0.054
H -6.085 -2.832 -3.628  0.094
H -5.211 -1.530 -4.683  0.051
C 3.059 -4.530 2.291  -0.018
C 2.866 -3.636 1.025  -0.729
O 1.736 -3.809 0.378  -0.160
O 3.783 -2.872 0.751  -0.037
H 2.456 -5.423 2.031  0.072
H 2.627 -4.003 3.140  0.027
H 4.090 -4.688 2.574  0.068